1.
{
  "formula": "C6H8O4",
  "method": "ωB97M-V with the def2-TZVPD basis set",
  "symbols": ["O", "O", "O", "O", "C", "C", "C", "C", "C", "C", "H", "H", "H", "H", "H", "H", "H", "H"],
  "xyz": [[1.13210, 1.70200, 1.39379], [0.10862, -0.83994, 2.67963], [-1.47813, 1.88212, -0.55331], [0.12925, -1.53440, -1.89077], [-0.00762, -0.52695, 1.32895], [1.32344, 0.49440, -1.48722], [-0.95204, 1.01601, 0.07989], [0.29210, -0.19488, -1.98338], [-1.41730, -0.28147, 0.72470], [0.37707, 0.90791, 0.91130], [-0.07145, -0.05909, 3.21585], [-0.49067, 0.26207, -2.57165], [0.54006, -1.30204, 0.79162], [0.91423, -1.94371, -1.50330], [2.14238, 0.00848, -0.98013], [-2.18692, -0.10626, 1.47511], [1.41013, 1.55121, -1.65395], [-1.76525, -1.03545, 0.02286]],
  "forces_ev_per_a": [[-0.28, -0.28, -0.20], [0.00, -0.02, 0.30], [0.16, -0.36, 0.00], [-0.13, -0.29, 0.03], [-0.21, -0.18, -0.02], [-0.20, -0.42, -0.54], [-0.29, 1.18, 0.69], [0.88, 0.09, -0.32], [0.09, -0.66, -0.40], [0.23, 0.57, 0.27], [0.06, 0.02, -0.03], [-0.15, 0.02, 0.17], [-0.05, 0.11, -0.11], [-0.04, 0.09, -0.05], [0.10, -0.13, 0.13], [-0.01, 0.12, 0.06], [-0.13, 0.23, 0.02], [-0.05, -0.09, 0.01]],
  "lowdin_charge": [0.146, 0.014, 0.128, 0.016, -0.300, 0.018, -0.346, -0.268, -0.015, -0.314, 0.106, 0.132, 0.143, 0.110, 0.086, 0.136, 0.086, 0.121],
  "de_lowest_kcal_mol": 69.5,
  "gap_ev": 8.78
}

2.
{
  "formula": "H18HeO9Xe",
  "method": "ωB97M-V with the def2-TZVPD basis set",
  "symbols": ["Xe", "O", "O", "O", "O", "O", "O", "O", "O", "O", "He", "H", "H", "H", "H", "H", "H", "H", "H", "H", "H", "H", "H", "H", "H", "H", "H", "H", "H"],
  "xyz": [[-3.17725, -6.98690, -15.84506], [-4.13978, -8.53027, -12.44698], [-1.70388, -9.64101, -13.39350], [-6.91958, -7.91762, -13.36898], [-2.59194, -5.75901, -12.10573], [-1.34009, -3.90037, -13.76684], [-5.70578, -4.55530, -15.94275], [-4.95656, -5.30335, -13.27923], [-3.24718, -3.48869, -15.90828], [-1.07117, -10.33520, -16.01817], [0.18835, -7.85386, -14.86650], [-5.45507, -4.65121, -12.78685], [-5.18810, -5.14201, -14.19388], [-6.08518, -7.46737, -13.23754], [-1.44354, -3.12806, -13.21090], [-3.51861, -7.86292, -12.15539], [-1.63946, -4.62918, -13.22328], [-2.82113, -5.45541, -11.22736], [-1.01516, -9.17572, -12.91874], [-4.14862, -9.17526, -11.73977], [-6.67473, -8.80445, -13.63319], [-2.51701, -9.22876, -13.10178], [-3.38033, -5.60489, -12.62624], [-2.67422, -3.36728, -16.66538], [-2.64928, -3.64777, -15.17790], [-4.81926, -4.23307, -16.10546], [-0.15302, -10.08981, -15.90408], [-6.12517, -4.54885, -16.80316], [-1.48186, -10.12454, -15.17961]],
  "forces_ev_per_a": [[0.10, -0.20, -0.01], [0.08, -0.22, -0.27], [0.41, -0.30, 0.06], [-0.51, 0.07, -0.03], [1.01, -0.58, 0.47], [0.13, 0.51, -0.77], [-0.69, -0.24, 0.21], [0.23, -0.21, 0.63], [-0.36, 0.33, -0.52], [0.05, -0.23, -0.76], [0.03, 0.04, 0.01], [-0.23, 0.15, 0.13], [-0.35, 0.02, -0.92], [0.35, 0.14, 0.07], [0.05, 0.24, 0.14], [0.19, 0.74, 0.19], [-0.16, -0.61, 0.53], [0.05, 0.10, 0.29], [0.30, 0.07, 0.02], [-0.22, -0.25, 0.29], [0.10, -0.16, -0.05], [-0.71, 0.13, -0.10], [-1.13, 0.19, -0.65], [0.11, 0.03, -0.22], [0.59, -0.21, 0.74], [0.86, 0.45, -0.01], [0.15, 0.03, 0.00], [-0.30, -0.17, -0.03], [-0.11, 0.13, 0.55]],
  "lowdin_charge": [0.317, -0.050, -0.077, -0.065, -0.065, -0.054, -0.102, -0.065, -0.088, -0.104, 0.099, 0.076, -0.013, -0.026, 0.053, 0.016, -0.013, 0.064, 0.041, 0.068, 0.024, -0.021, -0.029, 0.061, -0.010, -0.047, 0.002, 0.051, -0.043],
  "de_lowest_kcal_mol": 0.0,
  "gap_ev": 10.47
}

3.
{
  "formula": "C13H19N",
  "method": "ωB97M-V with the def2-TZVPD basis set",
  "symbols": ["N", "C", "C", "C", "C", "C", "C", "C", "C", "C", "C", "C", "C", "C", "H", "H", "H", "H", "H", "H", "H", "H", "H", "H", "H", "H", "H", "H", "H", "H", "H", "H", "H"],
  "xyz": [[0.64964, 1.73336, -0.35642], [1.07078, 0.14411, -1.87996], [-2.22964, -0.65578, 2.92331], [-1.03541, 0.45720, -3.40029], [-0.35169, 1.76597, -1.31152], [-3.07808, -1.84954, 2.48072], [1.54397, 0.76044, -0.71598], [3.43566, -0.68272, -0.71911], [-1.55027, -0.86673, 4.28286], [-0.15926, 0.81025, -2.24933], [-3.02614, 0.64526, 2.89910], [1.77644, -0.89878, -2.48422], [2.75891, 0.36488, -0.14298], [2.93738, -1.32025, -1.87290], [1.48307, -1.32064, -3.43480], [-4.01818, 0.49135, 3.31212], [3.53267, -2.13455, -2.25840], [-4.14354, -1.63580, 2.57893], [-2.89551, -2.76663, 3.05476], [-0.84996, -0.05201, 4.48427], [0.76492, 2.37901, 0.40215], [3.10390, 0.92445, 0.72240], [4.37618, -1.01927, -0.29565], [-1.48748, 1.34834, -3.83762], [-2.49440, 1.40258, 3.48987], [-0.47123, -0.02171, -4.19847], [-2.27949, -0.92586, 5.10403], [-1.86322, -0.20050, -3.13991], [-2.82932, -2.16394, 1.46144], [-1.22412, 2.36926, -1.10028], [-1.01863, -1.81304, 4.30676], [-3.08674, 1.08707, 1.90055], [-1.37496, -0.54538, 2.25078]],
  "forces_ev_per_a": [[0.15, -0.12, -0.27], [-0.66, 0.20, -0.60], [0.60, -0.06, 0.23], [-0.23, 0.28, -0.33], [-0.61, 0.18, 0.81], [0.23, -0.63, -0.10], [0.60, -0.46, 0.02], [-0.04, -0.06, 0.00], [-0.64, -0.06, 0.26], [0.34, -0.26, 0.05], [0.71, 0.42, 0.02], [0.56, 0.02, 0.25], [-0.46, 0.63, 0.30], [0.33, 0.05, 0.24], [-0.25, -0.11, 0.06], [-0.16, 0.15, 0.05], [-0.10, -0.07, -0.28], [0.01, -0.03, -0.22], [0.10, 0.30, 0.24], [-0.06, -0.10, 0.09], [-0.06, 0.00, -0.03], [0.27, -0.31, -0.01], [-0.10, 0.03, -0.01], [0.02, 0.06, 0.02], [-0.23, -0.09, 0.08], [0.07, -0.07, 0.01], [0.07, 0.19, -0.13], [0.05, -0.18, 0.16], [-0.37, 0.34, -0.06], [0.11, 0.17, -0.36], [0.25, -0.09, -0.11], [-0.30, -0.31, -0.05], [-0.17, -0.02, -0.33]],
  "lowdin_charge": [0.075, -0.143, -0.489, -0.048, -0.067, -0.083, -0.224, -0.103, -0.100, -0.229, -0.094, -0.026, -0.029, -0.102, 0.106, 0.072, 0.094, 0.068, 0.070, 0.072, 0.147, 0.107, 0.098, 0.076, 0.071, 0.069, 0.082, 0.078, 0.074, 0.122, 0.068, 0.072, 0.117],
  "de_lowest_kcal_mol": 7.7,
  "gap_ev": 8.61
}

What did we get for E_HOMO? Answer: -9.15 -10.46 -7.88 eV, in the order shown.
What did we get for E? Answer: -534.2974 -1020.2279 -561.5105 Ha, in the order shown.